[1]
The following is a quantum chemistry calculation of 4 unconnected molecules or ions with the total composition C16H39B2F3O9PS2, from OMol25.

XYZ file:
```
72
Properties=species:S:1:pos:R:3:forces:R:3
C 3.0969 -0.0084 1.1046 0.197 0.304 -0.600
O 3.5394 1.0813 0.2941 -0.727 -0.320 0.793
B 3.1667 2.3401 0.7180 0.455 0.795 -0.840
O 4.1434 3.1431 1.2641 -0.289 0.033 0.825
C 1.6893 2.9571 0.6297 -1.350 -0.160 -0.073
P 1.0683 2.8517 -1.1229 0.942 -0.408 -1.237
S 2.4883 2.5603 -2.4591 0.184 -0.044 0.046
C 0.8201 2.3045 1.7834 1.088 -0.593 0.717
O 0.5332 3.3281 2.6890 -0.889 0.474 -0.277
B 0.5082 4.5463 1.8964 1.943 -0.260 0.630
S -1.2900 4.8245 1.1616 0.071 0.795 -0.639
O -1.3241 4.9508 -0.2774 0.017 -0.813 -1.000
O -1.9022 5.9489 1.8065 -0.680 0.620 1.397
C -2.4674 3.4119 1.5447 0.723 1.577 -1.154
F -3.6854 3.8447 1.3780 -1.897 0.825 -0.298
F -2.3748 2.9586 2.7442 0.459 -0.975 2.358
F -2.2975 2.4327 0.6875 0.517 -1.589 -1.038
O 1.5504 4.3339 0.9060 0.182 0.260 -0.428
H 3.5760 0.0625 2.0720 0.086 -0.198 0.483
H 2.0256 -0.0475 1.2186 -0.446 0.066 0.029
H 3.3854 -0.9225 0.6206 0.301 -0.423 -0.213
H 4.4012 2.7550 2.1141 0.483 0.174 -0.383
H 0.1021 1.8412 -1.3285 -0.282 0.218 0.515
H 0.4789 4.0757 -1.4366 -0.416 -0.167 0.592
H 1.4356 1.6287 2.3734 0.147 -0.480 -0.113
H -0.0394 1.7117 1.4751 -0.336 0.165 -0.384
H 0.7451 5.5938 2.4335 -0.504 0.032 0.253
C -2.1074 -2.1037 0.5175 0.082 -0.196 -0.068
C -1.2877 -1.0560 -0.2162 -0.114 0.104 0.049
O 0.0771 -1.3986 -0.3692 0.121 0.100 0.126
C 0.3440 -2.5635 -1.1229 0.072 -0.109 -0.082
C -0.1250 -2.4822 -2.5652 -0.222 0.124 -0.005
H -1.6270 -2.3693 1.4612 -0.012 0.043 0.023
H -3.1087 -1.7237 0.7231 0.011 0.041 0.003
H -2.2129 -3.0195 -0.0680 -0.051 0.012 -0.004
H -1.2955 -0.1309 0.3616 0.101 0.017 -0.043
H -1.7354 -0.8211 -1.1887 -0.028 -0.031 0.001
H -0.0757 -3.4457 -0.6238 -0.043 -0.008 -0.041
H 1.4280 -2.6827 -1.1096 0.012 0.101 0.086
H -1.2153 -2.4556 -2.6308 0.005 -0.057 -0.029
H 0.2196 -3.3509 -3.1279 0.034 -0.004 0.019
H 0.2582 -1.5778 -3.0406 0.099 -0.035 0.010
C -1.1876 -1.5037 6.0257 0.115 -0.148 0.115
C -1.4946 -2.4678 4.8923 -0.093 0.136 0.041
O -0.3645 -3.1857 4.4305 0.026 -0.015 -0.174
C 0.2660 -4.0233 5.3772 0.057 -0.091 0.059
C -0.6278 -5.1329 5.9082 -0.147 0.105 0.047
H -0.3537 -0.8539 5.7589 -0.049 0.048 -0.053
H -2.0596 -0.8869 6.2433 -0.002 0.016 -0.034
H -0.9163 -2.0308 6.9428 -0.052 0.013 0.019
H -1.8557 -1.9034 4.0323 0.080 -0.054 -0.070
H -2.2985 -3.1581 5.1743 0.011 0.004 0.054
H 0.6787 -3.4306 6.2018 -0.043 -0.017 0.040
H 1.1152 -4.4664 4.8560 -0.013 0.067 -0.081
H -1.4408 -4.7390 6.5205 0.025 -0.017 0.039
H -0.0501 -5.8199 6.5278 0.024 -0.002 -0.017
H -1.0751 -5.6907 5.0843 0.056 -0.025 -0.019
C -0.9836 -1.1568 -6.2557 0.056 0.044 -0.150
C -0.6659 0.0939 -5.4499 -0.089 -0.059 -0.031
O 0.7055 0.4244 -5.4386 0.030 -0.112 0.164
C 1.2856 0.7245 -6.6887 0.085 0.094 -0.097
C 0.6718 1.9349 -7.3732 -0.193 -0.035 0.006
H -0.3456 -1.9846 -5.9417 -0.030 -0.003 0.066
H -2.0276 -1.4417 -6.1166 0.000 -0.002 0.026
H -0.8216 -1.0015 -7.3241 -0.048 -0.001 -0.006
H -0.9385 -0.0764 -4.4080 0.102 0.076 0.040
H -1.2681 0.9421 -5.7958 -0.012 -0.022 -0.048
H 1.2585 -0.1519 -7.3495 -0.048 0.023 -0.038
H 2.3362 0.9273 -6.4805 -0.017 -0.026 0.120
H -0.3567 1.7448 -7.6872 0.020 -0.003 -0.048
H 1.2460 2.1981 -8.2628 0.027 -0.003 0.012
H 0.6589 2.7882 -6.6946 0.075 -0.004 0.013
```
Positions in Å, forces in eV/Å.

Net charge ... -1
DFT total energy ... -2797.3446 Ha
2S+1 ... 1
Lowest unoccupied orbital energy ... 2.2954 eV
Highest occupied orbital energy ... -5.06 eV


[2]
The following is a quantum chemistry calculation of 9 unconnected molecules or ions with the total composition C16H39BF4N3O5, from OMol25.

XYZ file:
```
68
Properties=species:S:1:pos:R:3:forces:R:3
B 0.1833 0.2470 -0.5193 -0.606 1.380 0.599
F 0.1365 1.6320 -0.7824 0.172 0.120 -0.115
F 0.0215 -0.4296 -1.7181 0.668 -0.478 -0.009
F 1.3800 -0.0037 0.1617 0.319 -0.664 -0.376
F -0.8734 -0.0484 0.3650 0.005 -0.602 -0.232
C 2.7589 -0.0119 -3.4194 3.611 4.872 -2.159
C 4.2442 -0.2276 -3.6650 -5.735 0.427 0.538
N 5.3288 -0.4654 -3.8095 3.752 -0.626 -0.528
H 2.1330 -0.7308 -3.6491 -2.429 -4.416 -0.775
H 2.6478 0.3349 -2.4489 -0.376 0.513 1.884
H 2.3363 0.8030 -4.1188 1.144 -0.778 1.071
C -2.2645 -3.2256 1.4680 -9.250 -2.605 6.647
C -2.3485 -3.8489 3.0113 0.286 2.506 -6.072
N -2.3838 -4.2065 4.0799 -0.137 -1.003 2.542
H -1.6438 -3.7102 1.0078 7.666 -4.750 -4.625
H -3.2092 -3.5571 0.9036 0.843 0.820 1.275
H -2.1883 -2.2552 1.5208 0.675 5.095 0.242
C 0.3645 -3.8786 -2.6740 5.523 -2.111 -0.690
C 0.2783 -3.6465 -4.1726 0.711 -0.134 3.935
N 0.2095 -3.4035 -5.2766 -0.165 0.235 -2.022
H 1.4188 -3.4528 -2.1143 -2.488 -0.869 -2.319
H -0.3108 -3.2518 -2.1884 -1.971 -0.020 1.014
H 0.5894 -5.0689 -2.5261 -1.639 3.007 0.097
C 2.5762 -3.8445 2.9314 1.984 0.229 0.954
C 2.0787 -3.0556 1.6548 -0.991 -2.158 4.248
O 1.1663 -2.0882 2.1394 0.231 -1.809 1.375
H 1.9129 -4.2874 3.6742 -1.292 -0.109 -0.965
H 3.0199 -3.0847 3.7306 0.116 -1.362 -2.179
H 3.2514 -4.7585 2.6492 -0.640 2.063 0.514
H 1.6116 -3.7678 0.9974 -0.254 -0.242 -0.674
H 2.8958 -2.5716 1.2425 1.749 0.719 -1.136
H 1.1157 -1.5773 1.3846 -0.942 2.714 -2.094
C 4.5159 2.1265 2.6819 -7.091 -1.855 3.923
C 3.3788 1.6073 1.7624 -0.169 1.052 2.898
O 3.9357 0.6834 0.9439 1.486 -1.101 -1.504
H 4.8999 1.3507 3.2816 0.615 -1.043 0.565
H 4.0890 2.8885 3.3648 0.280 -0.246 -0.300
H 5.1507 2.5213 2.1152 5.698 3.295 -4.503
H 3.0200 2.5022 1.1672 -0.461 -0.966 0.839
H 2.6410 0.9891 2.4022 0.238 1.881 -0.786
H 3.1642 0.3393 0.5263 -0.534 -0.977 -1.083
C -4.7388 -0.6815 -2.0600 4.970 -3.874 -2.237
C -3.2441 -0.5311 -1.4466 -4.589 -4.089 0.077
O -2.4253 -1.1756 -2.3570 0.177 -0.749 0.404
H -5.1063 0.0256 -1.5736 -4.447 5.857 4.724
H -5.2003 -1.6423 -1.7893 0.198 0.370 -0.792
H -4.7862 -0.2398 -3.0655 0.191 -1.239 -0.216
H -3.3546 -0.9806 -0.3424 0.794 0.761 -2.191
H -3.0169 0.4599 -1.4035 0.666 2.938 0.475
H -1.5816 -0.8845 -2.0505 1.596 -0.135 -0.389
C -0.9177 4.1621 2.9754 -10.369 -9.859 0.702
C -0.3294 2.8289 2.5354 -2.617 -1.077 4.141
O -1.2532 1.7881 2.3021 -1.501 -1.347 0.426
H -1.5715 4.5333 2.2649 -1.260 0.829 -1.593
H -0.2492 4.7068 3.1338 10.272 8.715 2.439
H -1.5686 4.0795 3.9688 1.430 -0.126 -1.928
H 0.4349 2.4982 3.2053 0.537 -0.164 1.067
H 0.0887 2.8366 1.6775 3.566 1.565 -6.041
H -0.9305 1.0334 1.7261 -0.170 1.690 0.912
C -3.3973 3.5964 -2.4214 2.787 0.610 0.403
C -2.3865 3.8664 -1.2684 -2.913 4.008 3.931
O -1.0824 4.0109 -1.5922 2.857 -1.162 -0.496
H -4.3425 3.5781 -2.0276 -2.485 0.218 0.794
H -3.1690 2.6751 -2.7659 0.356 -3.577 -1.257
H -3.3073 4.1822 -3.3568 0.145 0.606 1.081
H -2.3907 3.4297 -0.0794 -0.977 0.151 -3.633
H -2.9265 5.0345 -0.9948 2.089 -2.467 -0.186
H -0.4793 3.2429 -1.2793 -1.903 1.543 -0.633
```
Positions in Å, forces in eV/Å.

Net charge ... -1
DFT total energy ... -1597.7233 Ha
2S+1 ... 1
Lowest unoccupied orbital energy ... 2.3429 eV
Highest occupied orbital energy ... -7.02 eV


[3]
The following is a quantum chemistry calculation of a molecular structure, C16H39BrClIO4Si, from OMol25.

XYZ file:
```
63
Properties=species:S:1:pos:R:3:forces:R:3
C -4.5690 1.8129 -3.7385 -0.244 -0.223 0.376
C -3.5889 1.7784 -2.5794 0.253 0.295 -0.246
C -2.2295 2.4096 -2.8740 0.328 -0.618 0.068
I -1.3203 1.5840 -4.6652 -0.128 0.108 0.164
Si -1.0154 2.1862 -1.4656 0.800 0.705 -0.331
Cl -0.5719 0.1929 -1.2263 -0.174 0.232 0.117
Br 0.8996 3.2384 -2.0267 -0.473 -0.241 0.236
O -1.5308 2.9297 -0.1026 0.032 -1.250 -0.252
C -2.1924 2.1805 0.9468 -0.259 0.643 0.429
C -1.4482 2.3101 2.2684 0.317 0.062 0.028
C -0.9574 3.7452 2.4764 -0.168 0.136 0.023
C -0.3138 1.3037 2.4822 -0.363 0.005 0.219
C -0.7925 -0.0860 2.9499 0.402 -0.336 -0.012
C -0.5727 -0.2757 4.4649 -0.079 -0.106 -0.120
C -0.1217 -1.2277 2.1529 -0.595 0.657 -0.421
H -4.6193 2.7964 -4.1908 0.043 0.172 -0.168
H -4.3184 1.0694 -4.4834 0.125 -0.001 -0.280
H -5.5584 1.5637 -3.3649 -0.202 0.005 -0.006
H -3.4464 0.7548 -2.2416 -0.032 -0.178 0.092
H -4.0057 2.3533 -1.7546 -0.082 0.024 0.280
H -2.3110 3.4708 -3.0684 -0.075 0.264 -0.154
H -3.1619 2.6525 1.0853 -0.209 0.115 -0.154
H -2.3852 1.1448 0.6721 0.232 -0.163 -0.120
H -2.1835 2.1138 3.0461 -0.253 -0.145 0.066
H -1.4128 4.4499 1.7893 -0.101 0.092 -0.118
H 0.1154 3.8169 2.3480 0.242 0.029 -0.136
H -1.1911 4.0796 3.4811 0.065 0.045 0.240
H 0.3202 1.2490 1.6015 0.033 -0.049 -0.317
H 0.3105 1.7132 3.2693 0.285 0.122 0.086
H -1.8671 -0.1318 2.7837 -0.171 -0.111 -0.117
H 0.0173 0.5235 4.8970 -0.010 0.269 0.170
H -1.5149 -0.3601 4.9939 -0.167 0.153 0.208
H -0.0330 -1.1908 4.6745 0.123 -0.242 -0.018
H 0.7844 -0.8500 1.6959 0.336 -0.301 0.186
H -0.7699 -1.5331 1.3354 -0.129 -0.110 -0.139
H 0.0659 -2.1020 2.7595 0.174 -0.161 0.109
C 4.7768 -0.4192 0.2520 0.024 0.024 0.180
C 3.3051 -0.4599 0.6107 0.111 0.162 0.143
O 3.0935 -0.7918 1.9837 0.130 0.013 -0.039
H 5.2442 -1.3822 0.4571 -0.021 -0.033 -0.058
H 4.9137 -0.1857 -0.8006 0.045 -0.017 -0.050
H 5.2995 0.3342 0.8487 -0.042 0.041 -0.029
H 2.7939 -1.2244 0.0270 -0.052 -0.029 0.042
H 2.8315 0.5056 0.3949 -0.026 -0.029 -0.111
H 3.5286 -0.1180 2.5174 -0.011 -0.062 -0.019
C -2.8189 -4.0963 0.4462 0.052 0.058 0.033
C -3.2842 -4.2099 1.8865 -0.088 0.162 -0.141
O -3.2217 -2.9576 2.5635 -0.002 -0.003 0.014
H -1.7984 -3.7142 0.4068 0.015 -0.036 0.017
H -2.8501 -5.0648 -0.0547 -0.019 0.001 -0.008
H -3.4531 -3.4016 -0.1107 -0.040 -0.046 -0.019
H -2.6402 -4.8891 2.4422 0.007 0.023 0.065
H -4.3066 -4.6006 1.9295 0.031 -0.091 -0.001
H -3.7954 -2.3409 2.0956 0.050 -0.035 0.049
C 6.1661 -1.0062 -4.7926 0.006 0.031 0.075
C 5.3058 -2.0101 -4.0477 -0.106 0.181 -0.057
O 4.6764 -1.4287 -2.9080 0.019 -0.001 -0.087
H 6.9285 -0.5952 -4.1304 0.023 -0.035 0.001
H 6.6583 -1.4697 -5.6485 -0.013 0.002 -0.012
H 5.5602 -0.1725 -5.1553 -0.013 -0.029 -0.056
H 5.9147 -2.8310 -3.6733 -0.026 -0.023 0.059
H 4.5438 -2.4294 -4.7132 0.058 -0.066 -0.029
H 4.1176 -0.7068 -3.2188 0.012 -0.064 0.045
```
Positions in Å, forces in eV/Å.

DFT total energy ... -4555.4913 Ha
2S+1 ... 1
Lowest unoccupied orbital energy ... 0.2776 eV
Highest occupied orbital energy ... -9.38 eV